The following is a DFT calculation (the ωB97M-V functional and the def2-TZVPD basis) of the molecule C4H11NO2 at a distorted geometry.

Computed properties:
E_HOMO = -9.17 eV
energy relative to the best compared isomer or geometry (same formula, charge and spin) = 44.0 kcal per mole
SMILES = N[C@H](CO)CCO
Kohn-Sham gap = 10.0 eV
max |F| = 0.049 Eh/bohr
spin multiplicity = 1

Each line ends with the Mulliken charge.
Atoms and positions in Å:
C1 -0.749 1.216 -1.230  -0.8161
O1 -0.774 0.833 -2.622  -0.5299
C2 -0.122 0.033 -0.443  0.3590
C3 -0.022 0.419 0.997  -0.6977
C4 0.411 -0.714 1.988  -0.6453
O2 -0.309 -1.890 1.588  -0.5213
N1 1.121 -0.491 -1.073  -0.7655
H1 -0.136 2.079 -0.946  0.3903
H2 -1.753 1.308 -0.823  0.3139
H3 -0.318 1.540 -3.087  0.3285
H4 -0.869 -0.749 -0.646  0.3159
H5 -0.890 0.962 1.390  0.3858
H6 0.865 1.056 1.151  0.3464
H7 0.302 -0.401 3.029  0.3684
H8 1.459 -0.850 1.776  0.3138
H9 -0.330 -2.701 2.097  0.2960
H10 1.141 -0.160 -2.035  0.2780
H11 0.973 -1.491 -1.112  0.2798

The following is a DFT calculation (the ωB97M-V functional and the def2-TZVPD basis) of a cluster of 2 separate species, C4H11NO2 in total at a distorted geometry.

Computed properties:
E_HOMO = -9.50 eV
energy relative to the best compared isomer or geometry (same formula, charge and spin) = 29.2 kcal per mole
SMILES = CCN(C)C=O.O
Kohn-Sham gap = 10.2 eV
max |F| = 0.075 Eh/bohr
spin multiplicity = 1

Each line ends with the Mulliken charge.
Atoms and positions in Å:
O1 -0.551 1.942 -1.456  -0.5971
C1 0.266 2.067 -0.489  0.0327
N1 0.437 1.195 0.533  0.1718
C2 1.597 1.206 1.437  -0.8885
C3 0.436 -1.240 -0.225  -0.8812
C4 -0.355 0.030 0.454  -0.7074
H1 0.776 3.045 -0.312  0.3137
H2 1.412 0.436 2.204  0.3137
H3 1.679 2.187 1.935  0.3480
H4 2.555 0.984 0.938  0.2954
H5 0.920 -1.019 -1.191  0.2946
H6 -0.338 -2.009 -0.388  0.2867
H7 1.195 -1.644 0.465  0.3236
H8 -0.609 -0.261 1.491  0.3049
H9 -1.304 0.207 -0.088  0.3793
O2 -3.101 -2.443 -1.756  -0.6568
H10 -2.616 -1.649 -1.435  0.3453
H11 -2.400 -3.031 -2.118  0.3214

- Number 2 is which compound?
  C4H11NO2

- Among the records above, which one has the lowest energy relative to the best compared isomer or geometry (same formula, charge and spin)?
  number 2

- What is the energy relative to the best compared isomer or geometry (same formula, charge and spin) in the first record?
  44.0 kcal per mole

- The highest max |F| belongs to which entry?
  number 2